1.
Here is C27H41ClN3O4Ti as an isolated structure from the Open Molecules 2025 dataset. Energies are from ωB97M-V with the def2-TZVPD basis set.

The geometry in XYZ format:
```
77
Properties=species:S:1:pos:R:3:forces:R:3:mulliken_spin:R:1
O 2.17171 -0.40412 -3.03652 -1.3 0.7 -1.1 -0.001
C 1.05587 -0.12987 -3.46228 -0.8 -0.7 1.6 0.004
C 0.48093 1.19505 -3.77882 0.0 0.3 0.7 -0.003
C 0.92076 2.37808 -3.15088 0.3 -0.1 -1.1 0.000
H 1.35349 2.33658 -2.15592 0.4 0.0 -0.3 -0.001
C 0.79238 3.56914 -3.86680 -0.2 -0.2 0.3 0.001
H 1.26650 4.47134 -3.50895 -0.1 0.1 0.2 0.000
C 0.09164 3.59778 -5.06971 -0.1 -0.3 -0.5 -0.001
H 0.11113 4.50249 -5.69520 -0.2 -0.5 0.4 0.000
C -0.62150 2.46250 -5.48304 -0.2 0.0 0.3 0.004
H -1.24945 2.48909 -6.36640 0.0 0.1 0.1 0.000
C -0.50558 1.26126 -4.77275 0.8 0.3 -0.2 0.001
H -1.09998 0.36492 -4.97802 0.4 0.3 -0.4 -0.001
H 0.29562 -0.93634 -3.51119 0.2 -0.1 -0.5 -0.001
C -2.45479 -1.87987 -2.25237 -2.1 -0.8 0.3 0.076
C -2.43150 -0.70577 -1.33104 2.8 0.9 -2.8 -0.302
H -3.00302 -1.68733 -3.17862 -0.1 0.0 -0.1 -0.006
H -2.94885 -2.72326 -1.76621 -0.1 -0.5 -0.1 -0.013
H -1.46620 -2.25335 -2.53952 0.2 0.3 0.2 -0.009
C -2.87751 0.53726 -1.70065 -0.1 -0.2 -0.5 0.363
C -4.29185 0.72859 -2.18562 0.1 -0.6 -0.6 -0.030
H -2.15569 1.37061 -1.81446 -0.8 0.0 1.1 0.026
H -4.31416 1.03945 -3.23321 -0.2 0.2 -0.1 0.013
H -4.84775 1.46002 -1.59703 0.1 0.1 0.1 0.018
H -4.84731 -0.22612 -2.10761 0.3 0.4 0.0 0.002
Ti -1.48543 -0.67694 0.37451 -0.7 1.8 1.1 0.855
Cl -3.63752 -0.76766 1.21905 -0.8 -0.2 0.8 -0.007
C -1.36808 -0.41012 3.24477 0.9 -0.7 -1.4 0.011
O -0.87625 -1.10438 2.30653 -0.5 0.5 2.2 -0.011
N -0.98986 -0.58849 4.50292 -0.1 -0.2 0.3 0.010
C -0.23992 -1.79572 4.85710 0.1 0.2 0.2 0.001
C -1.53533 0.28785 5.53606 -0.4 0.0 -0.1 0.001
H -2.11723 0.37575 3.01946 0.5 -0.3 0.4 0.001
H 0.34430 -2.13002 3.99563 -0.2 0.1 0.2 0.000
H -0.91709 -2.59732 5.18374 0.0 0.1 -0.2 0.001
H 0.43424 -1.59119 5.69385 -0.1 0.2 -0.2 0.000
H -1.60313 1.31746 5.14979 0.1 -0.4 0.1 0.000
H -0.89580 0.29245 6.42256 0.0 -0.1 -0.2 0.000
H -2.53979 -0.05293 5.82366 0.2 0.1 0.1 -0.001
H 5.17145 1.16137 -1.33292 0.0 -0.2 0.0 0.000
H 4.53726 1.96631 0.62642 -0.1 -0.2 0.1 0.000
C 4.13514 0.89632 -1.55385 0.1 -0.3 -0.2 0.000
C 3.62373 1.38737 0.79235 -0.4 0.3 0.0 0.000
N 3.44872 0.48886 -0.33841 0.3 0.0 0.0 0.000
H 4.06906 0.07554 -2.26673 0.3 0.3 0.1 0.000
C 2.70057 -0.63196 -0.25994 -0.7 -0.3 0.5 0.002
O 1.90986 -0.91178 0.65729 1.2 0.2 -1.0 0.000
H 3.70482 0.82089 1.72020 -0.1 0.1 0.0 0.000
H 2.82544 -1.33420 -1.12258 0.1 0.6 0.4 0.000
H 3.67413 1.78205 -2.01582 -0.1 -0.3 0.2 0.000
H 2.80152 2.10886 0.88370 0.1 -0.2 0.1 0.000
H -0.27130 -5.70547 0.96261 0.1 0.2 -0.1 0.000
H 1.86435 -5.72843 -0.70529 -0.2 0.3 -0.3 0.000
C -0.73708 -5.16361 0.13204 -0.1 -0.3 0.1 0.000
C 1.23032 -5.11015 -1.36959 0.2 -0.1 0.0 0.000
N 0.25697 -4.36244 -0.58656 -0.1 -0.4 -0.1 0.000
H -1.55641 -4.56045 0.51968 0.2 0.2 -0.1 0.000
C 0.25056 -3.04604 -0.58923 -2.5 1.5 1.5 0.000
O -0.66212 -2.37407 0.01280 2.7 -2.9 -1.5 0.023
H 1.84670 -4.38630 -1.91975 -0.1 -0.4 0.1 0.000
H 1.01784 -2.49540 -1.12514 0.2 -0.3 -0.1 0.000
H -1.15121 -5.93090 -0.53342 0.1 0.3 -0.1 0.000
H 0.71230 -5.78800 -2.07691 0.2 0.5 0.3 0.000
C -0.77624 1.34747 0.64740 0.0 0.5 0.4 0.062
C -0.14813 1.99685 1.85651 -0.1 -0.1 -0.2 0.012
C 0.87458 1.35708 2.57950 0.3 -0.1 -0.1 0.001
C 1.37033 1.86571 3.77701 -0.1 0.3 0.0 0.004
C 0.87112 3.06375 4.30419 -0.2 -0.2 -0.2 -0.002
C -0.10940 3.74866 3.57426 0.1 -0.1 0.1 0.001
C -0.58994 3.23782 2.36393 -0.1 -0.2 0.0 -0.003
H -1.69221 1.88456 0.35240 0.5 0.2 -0.2 -0.009
H -0.08533 1.24746 -0.21229 0.0 0.3 0.1 -0.081
H 1.31234 0.44750 2.15398 -0.4 0.3 0.4 -0.010
H 2.15704 1.32063 4.30361 -0.2 0.1 -0.1 0.000
H 1.23922 3.44533 5.25957 -0.1 0.0 -0.3 0.000
H -0.49760 4.69656 3.95566 0.1 -0.3 -0.2 0.000
H -1.32643 3.80541 1.78657 0.2 -0.2 0.3 0.000
```
Forces are in eV/Å.

Values from the calculation:
2S+1: 2
calculated total energy: -76959.6309 eV
highest occupied orbital energy (alpha / beta): -5.457 / -5.776 eV
Kohn-Sham gap (alpha / beta): 5.3 / 5.6 eV
charge: 0
ΔE to the lowest compared entry with this formula, charge and spin: 0.0 kcal/mol
<S²>: 0.829

---

2.
Here is C27H41N4O6PdSSbSi3 as an isolated structure from the Open Molecules 2025 dataset. Energies are from ωB97M-V with the def2-TZVPD basis set.

The geometry in XYZ format:
```
84
Properties=species:S:1:pos:R:3:forces:R:3:mulliken_charge:R:1
Pd 0.37785 0.47553 -0.43076 0.0 0.3 -0.1 -0.117
N 6.41390 0.25458 5.02545 0.0 0.0 0.0 -0.574
C 5.17200 -0.05051 4.47378 0.0 0.0 0.0 1.088
C 5.00740 -0.10601 3.08931 0.0 0.0 0.0 -0.765
C 3.78878 -0.46577 2.54188 0.0 0.0 0.0 -0.306
C 2.71972 -0.76754 3.37236 0.0 0.0 0.0 -0.858
C 2.87219 -0.71779 4.75092 0.0 0.0 0.0 -0.412
C 4.09018 -0.36644 5.29905 0.0 0.0 0.0 -0.819
S 1.13606 -1.13310 2.68511 0.2 -0.2 -0.4 1.484
O 1.39757 -1.59813 1.32705 0.0 0.1 0.2 -0.710
O 0.47209 -2.06281 3.56520 -0.2 0.0 0.0 -0.865
N 0.31794 0.21122 2.66504 0.0 0.5 0.2 0.184
C 0.84998 1.39284 2.30919 0.3 0.4 -0.1 -0.263
N 0.66505 1.83861 1.03187 0.0 -0.6 -0.2 0.875
C 1.10719 3.04332 0.65474 -0.4 -0.2 -0.3 -0.430
C 1.74918 3.87306 1.52366 0.1 0.4 -0.1 -0.827
C 1.94874 3.36684 2.79368 -0.1 -0.4 0.4 -0.390
N 1.51163 2.18207 3.18692 0.0 -0.1 0.2 -0.396
H 7.03473 0.77757 4.43027 0.0 0.0 0.0 0.222
H 6.39564 0.60448 5.96913 0.0 0.0 0.0 0.224
H 5.84641 0.12201 2.44213 0.0 0.0 0.0 0.294
H 3.66363 -0.52323 1.46784 0.0 0.0 0.0 0.544
H 2.02921 -0.95783 5.38503 0.0 0.0 0.0 0.455
H 4.21431 -0.33901 6.37556 0.0 0.0 0.0 0.279
H 0.91473 3.32333 -0.37398 0.0 -0.1 0.0 0.379
H 2.08574 4.85605 1.23337 0.0 0.0 0.0 0.459
H 2.49573 3.94420 3.53194 0.0 0.0 0.1 0.451
O 2.20574 0.68296 -1.57675 0.0 0.2 0.1 -0.877
C 1.66486 -0.04049 -2.44915 -0.5 -0.5 -0.1 1.325
O 0.52404 -0.59267 -2.20872 0.4 0.3 0.2 -0.531
C 2.29003 -0.26509 -3.76601 0.1 -0.1 -0.2 -0.061
C 3.51436 0.32251 -4.05029 0.0 0.0 0.0 -0.541
C 4.13403 0.13761 -5.28800 0.0 0.0 0.0 -0.988
C 3.47224 -0.65264 -6.19394 0.0 0.0 0.0 0.918
O 3.84713 -0.96723 -7.46719 0.0 0.0 0.0 -0.488
C 2.90745 -1.94593 -7.91391 0.0 0.0 0.0 -0.194
O 1.81195 -1.93895 -7.00569 0.0 0.0 0.0 -0.496
C 2.24743 -1.23951 -5.90976 0.0 0.0 0.0 1.011
C 1.62256 -1.06764 -4.70692 0.1 0.0 0.0 -1.247
H 3.98290 0.92708 -3.28719 0.0 0.0 0.0 0.486
H 5.08671 0.58852 -5.52546 0.0 0.0 0.0 0.426
H 3.38429 -2.93093 -7.90813 0.0 0.0 0.0 0.252
H 2.55709 -1.68000 -8.90971 0.0 0.0 0.0 0.227
H 0.67018 -1.52102 -4.47518 0.0 0.0 0.0 0.463
C -5.04320 0.67465 -1.75671 0.0 0.0 0.0 -1.064
Si -3.17768 0.75121 -1.89106 0.0 0.0 0.0 0.454
C -2.58743 -0.36540 -3.27045 0.0 0.0 0.0 -0.450
C -2.60356 2.50743 -2.20045 0.0 0.0 0.0 -1.025
Sb -2.00883 0.01843 0.26938 0.1 0.0 0.0 0.007
Si -3.05293 1.19847 2.30064 -0.1 -0.1 -0.2 0.671
C -4.85548 1.44125 1.84534 0.0 0.0 0.1 -1.169
C -2.27512 2.87607 2.54514 0.0 0.0 0.0 -0.960
C -2.92339 0.09561 3.78880 0.0 0.0 0.1 -0.930
Si -2.31689 -2.53953 0.33542 -0.1 0.0 -0.1 0.720
C -2.37581 -3.19184 2.07299 0.0 0.1 0.1 -0.863
C -3.98432 -2.85086 -0.46991 0.0 0.0 0.0 -1.181
C -0.92567 -3.23649 -0.68636 0.1 0.0 0.1 -0.772
H -5.48192 0.85261 -2.74253 0.0 0.0 0.0 0.388
H -5.43786 1.42758 -1.07494 0.0 0.0 0.0 0.300
H -5.37982 -0.30559 -1.41563 0.0 0.0 0.0 0.258
H -2.84134 0.08417 -4.23452 0.0 0.0 0.0 0.466
H -3.06551 -1.34435 -3.22902 0.0 -0.1 0.0 0.298
H -1.50627 -0.50072 -3.22681 0.0 0.0 0.0 -0.279
H -2.98170 2.87962 -3.15583 0.0 0.0 0.0 0.420
H -1.51245 2.54538 -2.22838 0.0 0.0 0.0 0.150
H -2.94962 3.18139 -1.41336 0.0 0.0 0.0 0.284
H -4.97817 2.17110 1.04424 0.0 0.0 0.0 0.233
H -5.39331 1.81720 2.72073 0.0 0.0 0.0 0.421
H -5.33288 0.50866 1.53833 0.0 0.0 0.0 0.334
H -2.18798 3.42851 1.60774 0.0 0.0 0.0 0.260
H -1.28963 2.77585 2.99655 0.1 0.1 0.0 0.248
H -2.90144 3.46144 3.22372 0.0 0.0 0.0 0.445
H -3.52268 -0.80801 3.66104 0.0 0.0 0.0 0.266
H -3.31490 0.63497 4.65668 0.0 0.0 0.0 0.417
H -1.89344 -0.19292 3.99389 0.1 0.0 0.0 0.228
H -3.32255 -2.93963 2.55492 0.0 0.0 0.0 0.280
H -1.55686 -2.82385 2.69115 0.1 0.0 0.0 0.191
H -2.30668 -4.28274 2.02688 0.0 0.0 0.0 0.385
H -4.78852 -2.36732 0.08903 0.0 0.0 0.0 0.274
H -4.19281 -3.92449 -0.48407 0.0 0.0 0.0 0.423
H -4.01699 -2.49271 -1.49808 0.0 0.0 0.0 0.216
H 0.03260 -2.82314 -0.36241 0.0 0.0 0.0 0.110
H -1.05713 -3.01409 -1.74550 0.0 0.0 0.0 0.187
H -0.89036 -4.32203 -0.56036 0.0 0.0 0.0 0.464
```
Forces are in eV/Å.

Values from the calculation:
2S+1: 1
calculated total energy: -91398.7191 eV
highest occupied orbital energy: -7.796 eV
Kohn-Sham gap: 7.6 eV
charge: 0
ΔE to the lowest compared entry with this formula, charge and spin: 0.0 kcal/mol

---

3.
Here is C27H41NNiP2 as an isolated structure from the Open Molecules 2025 dataset. Energies are from ωB97M-V with the def2-TZVPD basis set.

The geometry in XYZ format:
```
72
Properties=species:S:1:pos:R:3:forces:R:3:mulliken_spin:R:1
P 0.17539 2.13894 0.48148 -1.4 -0.1 -1.2 0.020
P -0.13284 -0.92174 0.06068 -0.3 -0.9 -0.1 0.037
C -1.33488 1.50768 -0.40001 -0.5 1.2 0.1 0.074
C -1.67347 0.05069 -0.08800 -0.1 -0.2 0.1 -0.038
H -1.11311 1.63554 -1.46650 0.0 -0.1 0.0 0.025
H -2.17342 2.17339 -0.17308 -0.1 -0.3 -0.2 0.015
H -2.19801 -0.02594 0.87573 0.1 0.0 -0.2 0.003
H -2.33090 -0.37175 -0.85742 0.2 0.2 0.3 0.006
C 0.26149 -1.51392 -1.61769 -0.3 -0.2 -0.2 0.013
H 1.08091 -2.25186 -1.55276 -0.5 0.3 0.0 0.003
H 0.61784 -0.65463 -2.21090 -0.2 -0.4 0.1 -0.006
H -0.63061 -1.96553 -2.08787 0.4 0.1 0.0 0.001
C -0.47044 -2.38885 1.04588 -0.7 -0.7 0.1 0.021
H -1.39213 -2.89374 0.71490 0.2 0.0 0.2 0.005
H -0.57257 -2.08532 2.09809 0.0 -0.1 -0.3 -0.007
H 0.37564 -3.09093 0.99338 -0.3 0.3 -0.1 -0.001
C 0.68204 3.57652 -0.50266 -0.1 0.4 0.0 0.004
H 1.47387 4.13166 0.01920 -0.3 -0.1 -0.2 0.004
H -0.17657 4.23251 -0.70111 0.2 0.0 0.0 0.006
H 1.08459 3.21813 -1.46038 -0.1 0.1 0.3 -0.011
C -0.49027 2.70018 2.08043 0.0 0.2 0.0 0.006
H -0.76125 1.81642 2.67205 0.0 0.2 -0.1 0.005
H -1.38055 3.32599 1.92632 0.2 -0.1 0.1 -0.001
H 0.27553 3.25897 2.63032 -0.3 -0.1 -0.1 0.001
Ni 1.38902 0.41358 0.62526 3.3 -0.9 0.7 1.357
C -4.96295 -0.39317 -1.09425 0.1 -0.6 -0.5 0.000
C -4.27403 -0.40462 -2.24686 -1.0 -0.7 0.3 0.000
C -4.61761 0.41639 -3.46164 0.1 0.2 0.0 0.000
C -5.15712 1.83357 -3.16372 0.1 0.0 -0.4 0.000
C -4.34758 2.54975 -2.11180 -0.1 0.6 0.3 -0.002
C -4.54510 2.52099 -0.78786 -0.5 0.8 -0.6 0.006
C -5.68972 1.82337 -0.09872 0.1 -0.2 0.0 0.002
C -6.13049 0.49247 -0.74753 -0.3 0.0 0.3 0.000
C 2.42319 1.90380 1.42369 1.5 0.6 1.3 0.437
H -4.73858 -1.15178 -0.32988 0.2 0.4 -0.3 0.000
H -3.55699 -1.21862 -2.41714 -0.1 0.4 0.2 0.001
H -5.36647 -0.14460 -4.04233 0.2 0.2 0.0 0.000
H -3.73384 0.53291 -4.10518 -0.1 -0.2 0.2 0.000
H -5.06609 2.40711 -4.09836 -0.1 -0.1 0.2 0.000
H -6.22902 1.80631 -2.93260 0.4 0.1 0.0 0.000
H -3.58584 3.22738 -2.52609 -0.1 -0.4 0.4 -0.001
H -3.98534 3.23075 -0.16408 0.0 -0.4 -0.2 -0.002
H -6.54133 2.52111 -0.08330 0.1 -0.2 0.1 0.000
H -5.43149 1.60926 0.94841 0.0 0.2 -0.2 0.000
H -6.73702 -0.03753 0.00185 0.1 0.1 -0.2 0.000
H -6.79655 0.67241 -1.60009 0.3 -0.2 0.3 0.000
H 2.66639 1.24478 2.27680 0.2 0.6 -0.1 -0.025
H 2.24675 2.92543 1.78915 0.0 -0.3 -0.1 -0.051
H 3.28074 1.92539 0.72619 -0.2 0.1 0.3 -0.026
C 2.85985 -5.07687 1.29432 -0.1 -0.1 -0.2 0.003
C 3.00649 -4.46993 0.04426 -0.1 -0.2 0.0 -0.001
C 3.02128 -3.08613 -0.06828 -0.1 0.3 0.5 0.009
C 2.84733 -2.26706 1.07305 0.7 -0.8 0.3 0.010
C 2.74369 -2.89988 2.33846 -0.1 0.4 -0.6 -0.008
C 2.73740 -4.27943 2.43350 0.0 -0.5 0.1 -0.003
N 2.96995 -0.87965 0.97186 -0.6 0.8 -0.4 0.099
C 4.32736 -0.50815 1.01681 0.7 -0.4 0.2 -0.031
C 5.07989 -0.68904 2.20833 0.4 0.4 -0.9 0.017
C 6.45126 -0.41496 2.22253 -0.5 -0.2 0.2 -0.006
C 7.10321 0.00650 1.07433 0.6 0.2 -0.2 0.014
C 6.38432 0.15400 -0.10897 0.0 0.2 -0.1 -0.009
C 5.01555 -0.08085 -0.14035 -0.4 -0.1 0.2 0.020
H 2.85138 -6.16811 1.36916 0.0 0.4 0.0 0.000
H 3.13138 -5.07650 -0.85457 0.0 0.1 0.3 0.000
H 3.24415 -2.60351 -1.02440 -0.2 -0.1 0.3 0.002
H 2.71672 -2.27546 3.23708 -0.2 -0.2 -0.4 -0.002
H 2.66126 -4.74857 3.41708 0.0 0.1 -0.3 0.000
H 4.60187 -1.07501 3.09941 -0.1 0.1 -0.1 0.000
H 7.00891 -0.54821 3.14798 -0.1 0.0 -0.2 -0.001
H 8.18647 0.21734 1.09374 -0.7 -0.2 0.0 0.001
H 6.89186 0.45274 -1.02670 -0.1 0.0 0.2 0.000
H 4.44923 0.00787 -1.07862 0.2 0.0 0.4 0.008
```
Forces are in eV/Å.

Values from the calculation:
2S+1: 3
calculated total energy: -89770.6350 eV
highest occupied orbital energy (alpha / beta): -4.786 / -6.798 eV
Kohn-Sham gap (alpha / beta): 5.2 / 7.0 eV
charge: 0
ΔE to the lowest compared entry with this formula, charge and spin: 0.0 kcal/mol
<S²>: 2.016